No. 1
60
Properties=species:S:1:pos:R:3:forces:R:3 method="wB97M-V/def2-TZVPD" e_above_lowest_kcal_mol=0.0 energy_ha=-4712.86684 lumo_energy_ev=-0.62 orbital_gap_ev=7.587
Ir -0.3167 0.9866 1.5738 0.29 -0.17 -0.24
Br 0.1948 -3.2124 7.9471 0.00 0.01 -0.01
C 0.4477 -1.5028 7.1863 0.00 -0.02 0.02
C 0.8291 -0.4402 7.9949 0.00 0.02 -0.02
N 1.0203 0.7880 7.5256 0.01 0.02 0.02
C 0.8390 0.9950 6.2256 0.01 -0.03 -0.01
C 0.4623 -0.0141 5.3472 0.01 -0.03 -0.02
C 0.2552 -1.2963 5.8365 -0.02 -0.01 -0.01
C 0.2660 0.2633 3.9055 0.22 -0.05 0.11
O 0.4672 1.4386 3.4596 0.09 0.30 -0.07
O -0.0956 -0.6474 3.1088 -0.37 0.36 0.00
H 0.9823 -0.5904 9.0569 0.00 0.00 0.00
H 0.9953 2.0007 5.8568 0.00 0.00 0.00
H -0.0541 -2.0902 5.1705 0.00 0.00 0.01
N 6.1502 0.1102 -1.1994 -0.01 0.01 0.00
C 5.3326 -0.8183 -0.6409 0.00 0.00 -0.02
O 5.6364 -1.9872 -0.5377 0.00 -0.01 0.00
C 3.9903 -0.3261 -0.1568 0.04 0.00 -0.02
C 3.2692 -1.1542 0.6871 -0.02 -0.02 0.03
C 2.0445 -0.7370 1.1635 0.04 0.04 -0.17
N 1.5175 0.4533 0.8254 -0.17 -0.04 0.41
C 2.1947 1.2490 -0.0130 -0.03 -0.02 0.04
C 3.4284 0.8879 -0.5177 -0.01 0.03 -0.04
H 7.0718 -0.1918 -1.4664 0.00 -0.01 0.00
H 5.9779 1.0946 -1.1159 0.00 0.00 0.01
H 3.6698 -2.1187 0.9637 -0.01 0.00 0.00
H 1.4505 -1.3509 1.8212 0.00 0.00 0.01
H 1.7112 2.1817 -0.2639 0.02 0.01 -0.02
H 3.9111 1.5627 -1.2109 -0.01 0.01 0.00
C -0.9915 5.1098 -1.7971 0.00 0.00 0.01
C -0.2774 5.1825 -0.4408 0.06 0.00 -0.03
C -1.0285 6.1488 0.4832 0.00 -0.01 0.01
C 1.1580 5.6856 -0.6461 -0.01 -0.02 0.00
C -0.2500 3.8417 0.1713 -0.07 0.00 0.07
C -0.2736 2.7552 0.7027 -0.20 -0.48 -0.30
H -1.0293 6.1004 -2.2568 0.00 0.00 0.00
H -2.0111 4.7439 -1.6722 0.00 0.01 0.00
H -0.4691 4.4323 -2.4737 0.00 -0.01 0.00
H -1.0739 7.1418 0.0296 0.00 0.00 0.01
H -0.5260 6.2275 1.4477 0.00 0.00 0.00
H -2.0457 5.7976 0.6580 0.00 0.00 0.00
H 1.1495 6.6911 -1.0728 0.00 0.00 0.00
H 1.7022 5.0308 -1.3299 0.00 -0.01 0.01
H 1.6939 5.7143 0.3034 0.00 0.01 0.00
O -1.1703 -0.4737 -1.9132 0.03 -0.05 0.03
C -1.9347 -0.3106 -0.9961 -0.06 0.40 -0.07
N -1.5899 -0.0700 0.3154 0.32 -0.27 0.24
S -2.8557 0.1384 1.3201 0.06 0.11 -0.55
O -3.1923 -0.8658 2.2763 0.06 -0.16 -0.07
O -2.4336 1.4384 1.9159 -0.27 -0.24 0.46
C -4.0784 0.1037 0.0444 -0.03 0.37 0.23
C -5.4495 0.2344 0.1399 0.01 -0.01 0.01
C -6.1822 0.0318 -1.0219 0.00 0.01 0.02
C -5.5494 -0.3107 -2.2145 0.01 0.00 -0.02
C -4.1699 -0.4556 -2.2792 -0.02 -0.01 -0.01
C -3.4344 -0.2398 -1.1289 0.03 -0.05 -0.06
H -5.9288 0.4832 1.0766 0.00 0.00 0.00
H -7.2584 0.1377 -0.9973 0.00 0.00 -0.01
H -6.1456 -0.4677 -3.1036 0.00 0.00 0.00
H -3.6634 -0.7246 -3.1963 0.00 0.00 0.00

=====

No. 2
55
Properties=species:S:1:pos:R:3:forces:R:3 method="wB97M-V/def2-TZVPD" s_squared=0.779 e_above_lowest_kcal_mol=28.8 energy_ha=-4306.52018 lumo_energy_ev="-3.38 / -4.21" orbital_gap_ev="6.960 / 6.580" total_charge=+1 spin_multiplicity=2
Ru 0.1612 0.8526 -0.9074 -0.21 -0.14 0.18
N -2.5787 -2.3604 -0.9566 0.01 -0.06 0.06
C -1.8998 -1.2514 -0.6161 0.04 0.04 0.04
S -1.8719 0.0909 -1.7491 -0.17 0.07 -0.06
N -1.2986 -1.2000 0.5451 -0.07 -0.09 0.06
N -0.7509 0.0632 0.6828 0.06 0.01 -0.23
C -0.9912 0.7884 1.7156 -0.06 -0.05 0.11
C -1.6840 0.2925 2.9219 0.02 0.03 -0.01
C -1.1720 -0.7983 3.6175 0.01 -0.02 0.01
C -1.8212 -1.2651 4.7480 0.00 0.00 0.00
C -2.9930 -0.6571 5.1781 0.00 0.01 -0.02
C -3.5145 0.4217 4.4780 0.00 -0.01 0.02
C -2.8588 0.9023 3.3556 0.00 0.01 0.00
C -0.7024 2.2131 1.4934 0.01 0.04 0.05
C -0.8000 3.1653 2.4927 -0.01 0.04 -0.03
C -0.7313 4.5090 2.1533 0.03 -0.05 -0.12
C -0.5981 4.8451 0.8172 -0.03 -0.01 0.12
C -0.4553 3.8360 -0.1209 0.05 0.04 -0.14
N -0.4619 2.5421 0.1970 -0.12 0.05 0.12
H -3.1269 -2.3694 -1.7973 0.01 0.00 -0.01
H -2.7820 -3.0373 -0.2394 -0.01 0.00 -0.01
H -0.2685 -1.2804 3.2682 0.00 0.00 0.00
H -1.4154 -2.1074 5.2919 0.00 0.00 0.00
H -3.5018 -1.0267 6.0582 0.00 0.00 0.00
H -4.4336 0.8891 4.8047 0.00 0.00 0.00
H -3.2715 1.7389 2.8051 0.00 0.00 0.00
H -0.9505 2.8466 3.5139 0.00 0.00 0.01
H -0.7989 5.2732 2.9153 -0.02 0.00 0.00
H -0.5833 5.8741 0.4885 0.00 0.00 0.00
H -0.3115 4.0772 -1.1634 -0.02 -0.02 0.03
Br 2.6392 -5.0630 -3.0663 0.00 0.00 0.00
C 1.9628 -3.4172 -2.4815 -0.02 0.04 0.01
C 1.3634 -2.5477 -3.3798 0.02 -0.05 0.00
C 0.8710 -1.3503 -2.9045 0.01 0.00 -0.01
N 0.9564 -0.9843 -1.6178 0.02 0.03 -0.08
C 1.5353 -1.8362 -0.7628 0.02 0.02 0.07
C 2.0522 -3.0570 -1.1462 0.00 0.00 -0.02
H 1.2739 -2.7954 -4.4271 0.00 0.00 0.00
H 0.3745 -0.6615 -3.5743 0.00 0.02 0.03
H 1.5726 -1.5266 0.2733 0.00 0.00 -0.01
H 2.5074 -3.7084 -0.4152 0.00 0.00 0.00
C 1.7104 1.9205 -1.7510 0.14 -0.43 0.38
C 1.9412 3.3321 -1.9439 0.08 0.06 -0.08
C 1.3116 4.0243 -2.9870 0.01 -0.02 0.00
C 1.4757 5.3911 -3.1259 0.00 0.01 -0.01
C 2.2713 6.0932 -2.2279 -0.02 0.01 0.00
C 2.9135 5.4164 -1.1980 0.01 -0.02 0.01
C 2.7573 4.0482 -1.0602 0.02 0.00 0.00
H 2.4963 1.3062 -1.2844 0.14 0.27 -0.18
H 1.2109 1.3707 -2.5855 0.04 0.17 -0.30
H 0.6903 3.4779 -3.6877 0.00 0.00 -0.01
H 0.9892 5.9122 -3.9399 -0.01 0.00 0.00
H 2.3995 7.1616 -2.3382 0.00 0.00 0.00
H 3.5441 5.9588 -0.5059 0.00 0.00 0.00
H 3.2605 3.5219 -0.2573 0.00 0.01 0.00